{"formula": "C8H15ClN3", "method": "the ωB97M-V functional and the def2-TZVPD basis", "symbols": ["C", "C", "C", "C", "C", "C", "C", "C", "N", "N", "N", "Cl", "H", "H", "H", "H", "H", "H", "H", "H", "H", "H", "H", "H", "H", "H", "H"], "xyz": [[2.28409, -2.06256, 0.82340], [-1.48576, -3.08390, 0.23762], [2.24580, -1.03358, 0.05347], [-1.49048, 1.30887, 0.35742], [0.21845, -0.41954, -1.08373], [-0.04484, 1.53025, 0.25956], [-1.15820, -0.87296, -0.72909], [0.37475, 2.99336, 0.37126], [-0.96823, -2.32039, -0.66043], [-1.69666, -0.22684, 0.41812], [0.45465, 1.05465, -1.12723], [3.12684, 0.28798, -0.11989], [3.29074, -2.37535, 1.14320], [1.52756, -2.85109, 1.05153], [-1.25330, -4.13765, 0.19565], [-2.04781, -2.73416, 1.04774], [-1.84262, 1.74046, 1.39513], [-2.25144, 1.55687, -0.43735], [0.48361, -0.97242, -1.99673], [0.50278, 1.02836, 1.07249], [-1.73315, -0.71299, -1.66525], [0.00093, 3.40015, 1.28293], [0.05170, 3.46079, -0.48033], [1.52520, 3.09784, 0.49664], [-1.46336, -0.58207, 1.31166], [1.50590, 1.28783, -1.45636], [-0.15718, 1.63812, -1.76142]], "max_force_ha_per_bohr": 0.1074, "energy_ev": -25519.48089, "e_homo_ev": [-12.70, -12.70], "gap_ev": [8.9, 8.9], "total_charge": 1, "mol_weight_g_mol": 188.68, "de_lowest_ev": 5.944, "e_lumo_ev": [-3.80, -3.80]}



{"formula": "C5H16NO2", "method": "the ωB97M-V functional and the def2-TZVPD basis", "symbols": ["C", "C", "C", "C", "C", "N", "H", "H", "H", "H", "H", "H", "H", "H", "H", "H", "H", "H", "H", "H", "O", "H", "H", "O"], "xyz": [[-3.27781, -0.10770, -0.43513], [-2.44157, -1.10329, 0.39697], [-1.60084, -0.39862, 1.48101], [-0.48085, 0.41045, 0.91441], [0.81030, 0.18244, 1.04010], [1.76715, 1.07268, 0.33521], [-2.52266, 0.53961, -0.87987], [-3.76529, -0.52597, -1.31663], [-4.01758, 0.42002, 0.15920], [-2.96690, -1.93865, 0.85844], [-1.77050, -1.60928, -0.30522], [-2.18408, 0.22349, 2.15771], [-1.21985, -1.23230, 2.07750], [-0.79776, 1.14443, 0.17272], [1.22115, -0.55952, 1.70433], [1.81137, 1.99046, 0.78851], [2.70340, 0.66243, 0.43375], [1.51802, 1.12818, -0.65883], [1.45607, 1.92948, -2.91128], [2.64564, 0.97718, -2.92740], [1.72368, 1.07154, -2.59911], [3.94717, -1.70289, 0.58148], [3.69303, -1.52417, -0.95856], [3.74875, -1.04997, -0.10932]], "max_force_ha_per_bohr": 0.0242, "energy_ev": -11023.02888, "e_homo_ev": -14.08, "gap_ev": 11.0, "total_charge": 1, "mol_weight_g_mol": 122.19, "de_lowest_ev": 0.852, "e_lumo_ev": -3.06}



{"formula": "C16H19N3O2", "method": "the ωB97M-V functional and the def2-TZVPD basis", "symbols": ["C", "C", "C", "C", "O", "C", "N", "C", "N", "C", "C", "N", "C", "C", "C", "C", "O", "C", "C", "C", "C", "H", "H", "H", "H", "H", "H", "H", "H", "H", "H", "H", "H", "H", "H", "H", "H", "H", "H", "H"], "xyz": [[3.81924, -0.01927, 1.95719], [5.17560, -0.01978, 1.26240], [5.18636, -0.79942, -0.05329], [4.26944, -0.21823, -1.12938], [2.94353, -0.72291, -0.97926], [1.93218, 0.15449, -0.93728], [2.13574, 1.45687, -1.04061], [1.08580, 2.27624, -0.98559], [-0.17512, 1.95695, -0.83941], [-0.41179, 0.64514, -0.73343], [0.62397, -0.31777, -0.77453], [0.09170, -1.56893, -0.63710], [-1.27065, -1.44948, -0.51074], [-2.24259, -2.42938, -0.35037], [-3.55277, -2.02441, -0.24721], [-3.92487, -0.66711, -0.30034], [-5.26855, -0.45205, -0.20324], [-5.76230, 0.87134, -0.16266], [-5.56540, 1.53404, 1.19792], [-2.96189, 0.31340, -0.45972], [-1.63114, -0.08441, -0.56499], [3.90179, 0.43508, 2.94211], [3.45011, -1.03581, 2.07730], [3.08967, 0.54929, 1.38722], [5.48246, 1.01052, 1.06969], [5.91734, -0.46772, 1.92825], [4.88663, -1.83361, 0.12838], [6.20469, -0.80789, -0.44637], [4.24363, 0.87315, -1.08578], [4.61219, -0.53077, -2.12250], [1.31869, 3.32878, -1.07350], [0.61702, -2.42587, -0.63643], [-1.98072, -3.47567, -0.30821], [-4.34302, -2.74797, -0.12390], [-6.83087, 0.76634, -0.37199], [-5.31260, 1.47627, -0.95955], [-4.50879, 1.62648, 1.43603], [-6.04108, 0.93559, 1.97099], [-6.01355, 2.52382, 1.19078], [-3.19007, 1.36465, -0.51089]], "max_force_ha_per_bohr": 0.0209, "energy_ev": -25466.16233, "e_homo_ev": -7.80, "smiles": "CCCCOc1ncnc2c1[nH]c1ccc(OCC)cc12", "gap_ev": 8.4, "mol_weight_g_mol": 285.35, "de_lowest_ev": 0.438, "e_lumo_ev": 0.58}



{"formula": "C3H2NO3", "method": "the ωB97M-V functional and the def2-TZVPD basis", "symbols": ["O", "C", "O", "C", "N", "C", "O", "H", "H"], "xyz": [[1.23453, -0.97378, 0.90741], [1.18884, 0.22025, 0.50214], [1.94335, 1.16518, 0.67278], [0.04995, 0.36715, -0.55522], [-0.71717, -0.91654, -0.59071], [-1.29833, 0.11212, -0.01503], [-2.30539, 0.54248, 0.51194], [0.17425, 0.99217, -1.47366], [-0.27002, -1.50903, 0.04034]], "max_force_ha_per_bohr": 0.0662, "energy_ev": -10776.37792, "e_homo_ev": -4.78, "smiles": "O=C([O-])[C@H]1NC1=O", "gap_ev": 8.9, "total_charge": -1, "mol_weight_g_mol": 100.05, "de_lowest_ev": 1.392, "e_lumo_ev": 4.16}